27 unconnected molecules or ions with the total composition C27H108O27 in a non-equilibrium geometry, computed with wB97M-V/def2-TZVPD.

## Properties
LUMO in eV: 0.50
Kohn-Sham gap in eV: 9.88
Relative energy (zero: lowest compared OMol25 entry of this formula, charge and spin) in eV: 8.949

ORCA input file:
```
! wB97M-V def2-TZVPD RIJCOSX def2/J DEFGRID3
* xyz 0 1
H -4.162 2.094 -4.726
C 1.564 -5.758 2.058
H -3.074 -2.704 -6.613
H -2.496 -4.987 -7.646
H 1.465 0.298 -6.502
C -2.166 -3.608 2.312
H -1.311 3.252 2.937
H -0.809 1.264 4.385
C -5.097 1.204 2.762
O -0.430 2.045 4.058
H 1.188 6.372 -0.330
O -1.833 -2.296 2.023
H 3.993 -4.795 4.631
H -4.018 -4.571 -6.982
C 4.959 -4.581 4.158
H -4.947 -1.644 -0.863
H 3.837 1.662 0.937
H 5.488 -4.113 4.945
H -3.751 -4.291 -8.759
H -4.325 -2.209 0.792
H -1.612 0.162 1.190
C 4.636 2.157 2.683
C -4.522 -3.507 -4.218
H 5.055 1.529 3.444
O 4.829 -3.700 3.043
H 0.130 2.294 6.094
H -0.828 -2.433 5.315
C -3.296 -4.282 -7.744
O 2.172 -2.737 3.794
H 2.449 2.329 -7.089
H -2.446 -2.104 -1.308
H -7.151 1.701 -1.483
O 4.412 2.792 -0.625
H -5.218 -1.188 2.876
H 4.610 -0.264 -0.873
H -3.911 -1.688 -4.352
H 0.877 3.395 4.837
H -4.099 -3.299 -0.677
H -5.190 0.826 -5.199
H 0.537 6.613 1.313
H -4.616 1.985 2.182
H -1.690 -3.849 -4.004
H -6.867 -2.514 3.566
O -2.868 -2.942 -7.511
H -3.145 4.379 0.976
H -1.356 -0.052 -1.005
H -4.269 0.727 3.345
O -0.704 0.596 -0.704
H 5.419 4.588 -1.122
H 5.774 1.074 -3.921
H 1.432 1.678 5.091
C 4.880 1.495 -4.457
H 5.448 -5.562 3.898
H 1.026 0.621 -1.297
H 6.369 -1.910 2.050
O 0.675 4.663 0.545
C 4.608 4.194 -0.559
H 5.621 -1.704 -0.988
O -2.888 -1.648 -0.539
H -0.036 -3.633 -3.682
H -1.934 -2.145 1.115
H -4.393 -4.306 -4.887
H -5.588 -3.368 -3.971
H -3.125 -3.634 2.928
C 1.536 0.301 -3.122
H 4.242 0.585 -4.583
H -1.079 3.457 -2.757
O 0.870 -3.800 -1.040
C -6.603 1.986 -0.578
H -1.626 3.730 -1.191
H -2.602 4.174 -2.559
C 0.554 2.377 5.049
C -2.773 4.377 2.038
C -4.157 -2.198 -0.290
C -1.722 -1.749 5.261
H 5.481 2.727 2.282
H -0.824 1.773 1.037
C -0.966 -3.111 -3.661
H 0.304 1.269 -5.616
H -2.603 5.436 2.240
H -3.472 0.857 -3.045
O 1.070 -4.410 1.941
H 1.012 -1.461 2.754
H 0.961 -6.395 1.421
H 5.130 1.730 -5.483
H 0.105 0.180 1.169
H 0.912 -4.062 -0.113
C 7.153 -0.765 3.457
H -0.506 -3.127 -1.799
C 1.616 -1.455 3.655
H 3.922 7.231 0.705
C -0.753 0.715 0.746
H 2.532 5.461 2.398
H 3.922 2.930 2.987
O 4.157 1.199 1.725
H 4.883 -0.355 1.350
H 0.992 -1.232 4.487
H 3.641 2.948 -4.227
H 6.538 -0.676 4.385
O -4.086 0.304 -3.578
O 5.344 -1.069 0.882
O -1.573 3.710 2.107
H -0.022 4.383 1.183
H -5.885 1.558 3.416
H 3.016 -2.820 3.323
C -6.121 -2.186 4.315
C 2.052 -2.979 -1.249
O 4.414 2.575 -3.748
H -5.902 -3.062 4.978
H -1.627 -0.913 3.474
C -1.900 3.454 -2.164
H 6.867 0.089 2.853
H -3.454 0.734 -5.529
H 1.380 1.184 -3.737
H 5.648 -3.267 2.888
H 2.436 -0.740 3.569
H 4.004 7.514 2.476
O -4.979 -1.826 3.574
C -4.195 1.012 -4.808
H -4.923 1.208 -1.318
H 2.423 -0.156 -3.635
H -1.897 -1.441 6.314
H 6.492 -0.311 -0.690
O -2.545 2.215 -2.162
H 3.696 4.711 -0.980
H 2.486 7.547 1.529
H -1.394 -4.065 2.950
H -3.558 4.087 2.704
H 8.192 -0.802 3.756
H 4.623 4.431 0.571
O 3.238 5.658 1.789
H -3.902 -3.763 -3.420
H 1.833 -1.918 -0.983
H -7.222 1.563 0.160
O 6.868 -2.010 2.866
H -2.309 -4.172 1.379
O -1.520 -0.641 4.391
H 1.439 -6.083 3.067
O -5.642 0.104 1.966
C 0.932 1.278 -6.516
H 0.643 -0.366 -3.135
C 5.525 -0.748 -0.516
C 0.457 6.058 0.425
O 1.884 0.678 -1.781
H -5.360 0.202 1.028
H -1.006 -2.227 -4.344
H -6.695 -1.332 4.851
O -1.196 -2.738 -2.333
H -2.079 1.691 -1.503
O -3.992 -2.415 -4.995
H 0.300 1.434 -7.416
H 2.878 -3.355 -0.617
H -6.483 3.076 -0.567
H 3.974 2.554 -1.431
C 3.450 7.063 1.645
O -5.391 1.269 -0.448
H -0.498 6.267 -0.064
O 1.805 2.342 -6.398
H 1.460 -3.909 2.646
H -2.558 -2.338 4.845
H 2.631 -5.875 1.770
H 2.393 -3.039 -2.308
*
```